# 1
The following is a quantum chemistry calculation of 6 unconnected molecules or ions with the total composition C25H69BFN5O7Si at a distorted geometry, from OMol25.

Structure (XYZ):
```
109
Properties=species:S:1:pos:R:3:forces:R:3
C 1.078771 -5.019448 -1.851554 0.54 -0.02 -0.04
O -0.285179 -4.638183 -2.123361 -0.32 -0.31 1.53
B -0.928635 -4.228122 -0.952170 2.25 1.05 -0.69
O -0.179744 -3.386008 -0.087984 -0.87 -1.11 -0.98
Si -2.765757 -4.675572 -0.422085 -1.23 -1.10 -0.21
F -2.793460 -6.112610 0.426367 0.06 1.20 -0.73
C -4.027580 -4.749068 -1.824331 -0.64 0.21 0.47
C -5.454284 -5.013700 -1.193236 0.24 -0.28 -0.65
C -6.301830 -5.945463 -2.100920 -0.10 0.16 0.86
C -6.221706 -3.695061 -0.866474 0.59 -0.21 0.60
H 1.768445 -4.165182 -1.905236 -0.33 -0.13 0.04
H 1.414678 -5.767684 -2.580783 -0.37 0.22 0.08
H 1.146286 -5.464751 -0.845528 0.14 0.15 -0.39
H -0.766980 -3.158365 0.631394 0.04 0.27 0.52
H -3.210452 -3.617974 0.511477 -0.08 -0.01 0.26
H -4.074847 -3.761018 -2.317730 0.29 -0.35 0.02
H -3.779330 -5.495645 -2.597384 0.00 0.21 0.36
H -5.266330 -5.561387 -0.251525 -0.37 0.13 -0.29
H -7.259801 -6.129703 -1.581629 0.26 -0.02 -0.35
H -5.801588 -6.918674 -2.223812 -0.14 0.36 -0.18
H -6.540696 -5.485522 -3.070834 0.22 -0.16 0.23
H -6.327144 -3.620850 0.229868 -0.21 0.08 -0.43
H -5.641694 -2.804217 -1.160769 -0.34 -0.30 -0.09
H -7.221995 -3.664537 -1.321586 0.36 0.00 0.08
C -10.154005 -5.555030 -4.680471 0.29 -0.14 -0.02
O -9.757176 -5.764497 -3.336701 -0.24 0.19 -0.03
C -10.817968 -5.750731 -2.396459 0.09 -0.08 0.31
C -11.569063 -7.088166 -2.266029 0.11 -0.02 -0.37
C -12.540378 -7.354405 -3.411443 -0.23 -0.01 0.02
N -10.646915 -8.222543 -2.151833 0.08 0.20 0.15
H -10.995304 -4.860630 -4.754930 -0.05 -0.05 0.03
H -10.405278 -6.503344 -5.160550 -0.15 0.08 -0.09
H -9.304759 -5.129122 -5.216110 0.01 0.02 0.08
H -10.347730 -5.535683 -1.432490 0.07 -0.02 -0.03
H -11.505930 -4.921730 -2.602082 -0.06 -0.03 -0.11
H -12.159548 -7.037134 -1.346408 0.08 0.06 0.05
H -12.030868 -7.651345 -4.328227 0.06 0.03 0.04
H -13.220108 -8.165691 -3.147514 0.07 -0.01 0.01
H -13.145591 -6.470606 -3.626663 0.03 -0.01 -0.02
H -10.061860 -8.089609 -1.331265 -0.07 -0.10 0.06
H -9.992229 -8.161214 -2.927519 -0.06 -0.08 -0.05
C 2.592423 -0.288125 4.266669 0.25 -0.18 -0.08
O 1.931003 -1.230619 3.439323 -0.20 0.13 0.18
C 0.647809 -0.824115 3.003791 -0.12 -0.19 -0.23
C 0.665950 0.103557 1.775785 0.35 0.08 0.14
C 1.056626 1.538099 2.114864 -0.20 0.21 0.00
N 1.555386 -0.397931 0.724535 -0.14 -0.23 0.08
H 1.894883 0.254414 4.909572 0.00 0.05 -0.04
H 3.167889 0.413981 3.658175 -0.04 0.13 0.13
H 3.295760 -0.828363 4.900269 -0.07 -0.05 -0.01
H 0.128966 -1.746543 2.725111 0.07 -0.04 -0.01
H 0.079472 -0.381690 3.831262 0.05 0.11 0.03
H -0.352052 0.130267 1.373710 -0.02 -0.09 0.03
H 2.125041 1.647174 2.303274 -0.02 -0.08 0.00
H 0.810220 2.202906 1.285817 0.02 -0.07 -0.02
H 0.516062 1.893240 2.996050 0.04 -0.01 0.01
H 1.237037 -1.320180 0.434250 -0.05 0.08 -0.14
H 2.459244 -0.579184 1.153618 0.04 0.11 -0.03
C 3.281149 2.193744 8.014537 0.08 -0.32 0.03
O 3.594920 1.798581 6.690836 -0.14 0.28 -0.01
C 3.901499 2.869210 5.809487 0.11 -0.08 -0.31
C 5.357443 3.362087 5.887053 -0.05 -0.10 0.36
C 5.639409 4.236985 7.104299 0.05 0.21 0.00
N 6.311798 2.248695 5.871141 -0.19 -0.06 -0.16
H 2.747569 3.147750 8.040611 0.06 0.05 -0.02
H 4.185521 2.251723 8.624116 -0.06 0.16 0.08
H 2.639624 1.425808 8.448491 -0.01 0.00 -0.08
H 3.736493 2.473282 4.803626 0.00 -0.05 0.03
H 3.190798 3.693798 5.942456 0.03 0.05 0.12
H 5.536617 3.975170 4.999148 -0.08 -0.07 -0.06
H 5.714584 3.657730 8.024889 -0.04 -0.05 -0.04
H 6.587874 4.761121 6.979285 0.00 -0.07 -0.02
H 4.858603 4.989832 7.236044 0.00 -0.03 0.01
H 6.185880 1.720449 5.011796 0.12 0.07 -0.05
H 6.030513 1.596722 6.599068 0.08 0.04 0.07
C 3.393398 6.693303 -1.873984 0.37 0.15 0.10
O 3.119934 7.246242 -0.597141 -0.28 -0.05 -0.14
C 2.097404 6.581746 0.122571 -0.03 0.12 0.33
C 2.571250 5.327935 0.879080 0.22 -0.06 -0.33
C 2.778209 4.116483 -0.024545 -0.05 -0.15 0.02
N 3.806661 5.579436 1.629831 -0.15 0.17 0.10
H 2.491959 6.305839 -2.356120 0.00 -0.09 0.05
H 4.145778 5.907114 -1.797997 -0.15 -0.14 -0.16
H 3.806572 7.486703 -2.499725 -0.06 0.06 0.06
H 1.742760 7.307139 0.860596 0.07 0.04 -0.01
H 1.246230 6.356932 -0.531368 0.04 -0.10 -0.08
H 1.785842 5.067354 1.596050 -0.02 0.10 0.02
H 3.689818 4.187196 -0.618933 -0.03 0.10 -0.01
H 2.858978 3.210102 0.575132 0.04 0.05 0.00
H 1.935511 3.987967 -0.707723 0.04 0.00 -0.02
H 3.638297 6.327284 2.297572 0.00 -0.08 0.08
H 4.478541 5.981707 0.981220 0.04 -0.11 -0.02
C 8.023853 6.033710 -4.909623 -0.20 0.23 -0.08
O 6.975292 5.395098 -5.616753 0.23 -0.17 0.06
C 6.868255 4.000081 -5.388158 -0.26 -0.14 -0.14
C 6.088443 3.622891 -4.115760 0.19 0.32 0.12
C 6.891449 3.808582 -2.832219 0.04 -0.16 0.15
N 4.834360 4.373857 -4.002518 0.00 -0.06 -0.23
H 8.899896 5.387610 -4.806821 -0.03 -0.05 0.05
H 7.681690 6.362228 -3.925588 0.16 -0.05 0.08
H 8.313065 6.921623 -5.472669 -0.03 -0.05 -0.05
H 6.317779 3.607238 -6.247431 -0.02 0.08 -0.01
H 7.857896 3.528129 -5.406574 0.06 0.04 0.11
H 5.841911 2.559821 -4.191995 -0.02 0.01 -0.10
H 6.984482 4.857186 -2.547677 -0.01 0.01 -0.08
H 6.400797 3.295465 -2.003479 -0.04 0.03 -0.04
H 7.895734 3.390971 -2.933263 -0.01 0.03 0.00
H 4.258314 4.175809 -4.816288 -0.08 -0.08 0.08
H 5.063190 5.359868 -4.104131 0.01 0.01 0.08
```
Forces are in eV/Å.

Summary:
HOMO (eV): -9.091
Kohn-Sham gap (eV): 9.6
Electronic energy (Ha): -2208.59913
E_LUMO (eV): 0.49
Molar mass (g mol⁻¹): 609.75
Net charge: 0
SMILES: COB(O)[Si@H](F)CC(C)C.COC[C@@H](C)N.COC[C@@H](C)N.COC[C@@H](C)N.COC[C@@H](C)N.COC[C@@H](C)N

Mulliken population analysis, charges in e, atoms 1 to 8: number 1, C, carries -0.679; number 2, O, carries -0.364; number 3, B, carries 0.751; number 4, O, carries -0.367; number 5, Si, carries 0.221; number 6, F, carries -0.348; number 7, C, carries -1.072; number 8, C, carries 0.888

=====

# 2
The following is a quantum chemistry calculation of 8 unconnected molecules or ions with the total composition C25H70F6N6O7P at a distorted geometry, from OMol25.

Structure (XYZ):
```
115
Properties=species:S:1:pos:R:3:forces:R:3
P -1.130943 -0.067788 -1.067386 0.27 -1.32 0.87
F 0.088578 0.576293 -0.203278 -0.37 1.05 -0.42
F -0.469771 0.529524 -2.408880 -0.46 -0.27 -0.05
F -0.194179 -1.416191 -1.186252 -0.51 0.32 -0.39
F -2.327640 -0.814643 -1.866744 0.48 0.19 -0.33
F -1.717857 -0.634050 0.329103 -0.39 -0.30 0.12
F -2.092127 1.231590 -0.885028 0.69 0.16 -0.27
C 3.804117 1.524928 -1.500852 -0.30 0.60 0.00
C 3.550549 1.290364 0.001047 1.54 -0.97 -0.02
C 2.701900 2.372755 0.652955 0.23 0.32 -0.43
O 2.513304 2.115689 2.022485 -0.21 0.13 -0.09
C 2.294280 3.285311 2.811374 0.83 -0.69 -1.57
N 3.002419 -0.042082 0.302290 -1.25 0.43 -1.25
H 3.842827 2.600856 -1.703707 0.00 -0.03 -0.17
H 3.043448 1.081898 -2.147740 -0.25 0.10 0.17
H 4.756990 1.110709 -1.835122 0.03 -0.09 0.23
H 4.557366 1.202357 0.434528 -0.12 0.88 0.35
H 1.759344 2.447266 0.087734 -0.28 -0.27 0.28
H 3.144479 3.368299 0.498401 0.42 -0.09 0.09
H 1.943987 2.889490 3.757897 0.01 0.55 0.24
H 1.623749 3.973518 2.286517 -0.52 -0.12 0.44
H 3.251706 3.819809 2.830530 0.02 0.09 0.70
H 3.221654 -0.635379 -0.500547 0.49 -0.13 0.23
H 2.017745 0.122618 0.076548 -0.23 -0.61 0.73
C 2.033161 -0.196695 -5.105549 0.35 0.12 0.48
C 1.612994 0.640249 -6.286997 -0.83 -0.04 -1.28
C 0.201052 0.225507 -6.800479 0.23 0.17 0.87
O -0.127064 0.660555 -8.101554 0.05 0.20 -0.74
C 0.352138 -0.161757 -9.137200 0.77 -0.22 0.30
N 1.691699 2.051990 -5.919877 -0.24 -0.25 0.30
H 2.901530 0.241321 -4.608189 0.10 0.16 -0.23
H 2.333994 -1.209837 -5.373165 -0.40 -0.11 0.02
H 1.254566 -0.171483 -4.338343 -0.13 -0.39 -0.07
H 2.217346 0.401931 -7.175196 0.56 0.35 0.31
H -0.554999 0.729771 -6.192148 0.04 -0.41 0.35
H 0.132816 -0.867927 -6.723607 -0.31 0.00 -0.05
H 1.446814 -0.147633 -9.197362 0.09 0.05 0.07
H 0.003887 0.172223 -10.111255 -0.39 0.16 0.16
H 0.076917 -1.206855 -8.963958 -0.24 -0.06 -0.10
H 1.286853 2.119522 -4.973652 0.29 0.34 -0.36
H 1.033850 2.597927 -6.471219 0.18 -0.07 -0.23
C -5.531610 -0.910129 2.120545 0.18 0.24 -0.03
C -5.031975 -1.536079 0.819868 0.15 0.17 -0.32
C -5.947824 -2.639957 0.300549 0.00 1.11 -0.70
O -6.115937 -3.626168 1.285397 -0.04 -0.38 -0.34
C -6.219340 -4.930993 0.743501 0.16 0.10 1.15
N -4.841837 -0.467462 -0.196609 -0.97 -0.75 0.92
H -4.867176 -0.093820 2.418922 0.22 -0.17 0.05
H -5.583414 -1.622781 2.942061 -0.01 -0.08 -0.08
H -6.503794 -0.423135 2.011113 -0.15 -0.28 -0.25
H -4.049684 -2.001853 0.952360 -0.01 -0.14 0.59
H -5.520612 -3.025115 -0.635605 0.21 -0.31 0.21
H -6.896712 -2.188727 -0.029253 -0.17 -0.11 0.37
H -7.086416 -5.043948 0.089426 0.11 0.01 -0.22
H -6.346240 -5.574904 1.617226 -0.16 -0.13 -0.16
H -5.276035 -5.231664 0.280037 -0.14 0.06 -0.41
H -4.379251 0.247486 0.351626 0.35 0.30 -0.66
H -4.196374 -0.830175 -0.884434 0.24 0.40 -0.08
C 2.324826 -3.452462 4.794668 -1.28 -0.36 0.45
C 3.768983 -3.442064 4.266952 -1.66 -0.40 0.16
C 3.748682 -3.779005 2.787506 -0.31 0.25 0.48
O 2.963897 -2.843324 2.070759 0.99 -1.32 -0.35
C 2.620389 -3.434913 0.815902 -0.81 1.30 0.78
N 4.368138 -2.131013 4.550187 2.42 -0.95 0.79
H 2.026167 -4.341254 5.369835 0.70 -0.18 0.03
H 1.542994 -3.448481 4.032876 0.34 0.51 -0.33
H 2.084521 -2.630002 5.465775 0.28 0.32 -0.17
H 4.210796 -4.323056 4.755586 0.73 0.34 0.00
H 3.284667 -4.771214 2.706968 -0.02 -0.12 0.02
H 4.781331 -3.911955 2.432611 0.02 0.40 -0.39
H 1.837761 -2.776037 0.436995 0.12 -0.09 -0.37
H 2.174464 -4.414446 1.007488 0.16 -0.23 -0.31
H 3.460816 -3.461327 0.120143 0.09 -0.21 0.00
H 4.754887 -2.212763 5.503723 -1.18 0.32 0.34
H 5.332924 -2.191972 4.181472 -0.56 0.40 -1.04
C -1.647597 0.973740 3.060662 -0.94 -0.33 0.59
C -0.142021 0.777219 3.329770 -0.73 1.27 -0.18
C 0.078740 0.548981 4.812451 0.06 -1.24 0.01
O 1.422815 0.203155 5.090611 0.34 0.47 0.08
C 1.647435 0.171316 6.479670 -1.80 -0.16 -0.25
N 0.391845 -0.309809 2.502064 -1.37 0.13 0.53
H -2.223190 0.041412 3.130744 0.41 -0.28 -0.20
H -1.836499 1.370553 2.063609 0.14 0.05 -0.02
H -2.195473 1.586752 3.790597 0.47 0.46 -0.02
H 0.265470 1.751333 3.048409 0.59 -0.29 -0.08
H -0.578050 -0.298621 5.074079 0.09 -0.22 0.18
H -0.243144 1.345967 5.493047 -0.01 0.52 -0.42
H 0.900840 -0.522212 6.907258 0.47 -0.39 0.22
H 1.316491 1.119234 6.932265 0.71 0.25 0.06
H 2.661131 -0.128157 6.716649 0.09 0.13 -0.11
H 0.005440 -0.098024 1.576603 0.65 -0.16 0.32
H -0.249715 -1.057026 2.808689 0.84 -0.06 -0.23
C -1.591279 4.304008 -4.689594 0.19 -0.60 -0.17
C -0.639478 4.292003 -3.508992 1.55 -0.15 -0.17
C -1.256242 4.582398 -2.135370 0.98 0.87 -0.81
O -0.179709 4.720438 -1.212595 -0.44 -0.63 0.28
C -0.642464 4.555737 0.124648 0.28 -0.43 -0.66
N 0.197687 3.072377 -3.495677 -0.68 -0.85 1.18
H -1.692539 5.306368 -5.104528 -0.61 0.08 0.35
H -2.522722 3.787459 -4.449337 -0.25 0.40 -0.12
H -1.144061 3.739910 -5.512006 0.12 -0.14 0.15
H 0.142828 5.016767 -3.758394 -0.37 0.62 0.45
H -1.944873 3.776662 -1.869338 -0.06 0.02 0.19
H -1.726125 5.573261 -2.148046 -0.66 -0.22 -0.15
H -1.379015 5.326885 0.366300 0.18 0.16 0.29
H 0.254436 4.561691 0.737813 -0.20 0.34 0.27
H -1.118015 3.576720 0.244959 -0.03 -0.03 0.00
H 0.853152 3.149349 -2.713942 0.18 0.50 -0.31
H -0.335968 2.284279 -3.109514 -0.24 0.21 -0.64
C -1.004100 -3.287682 2.129169 -1.03 0.05 -1.41
O -1.026060 -2.745730 3.431029 0.34 -0.15 0.19
H -1.937643 -3.063925 1.593545 -0.29 -0.33 0.33
H -0.328554 -2.779709 1.440353 0.68 0.09 0.76
H -0.833831 -4.366375 2.087415 0.17 0.02 0.21
H -1.695434 -3.205938 3.942626 -0.06 0.01 -0.06
```
Forces are in eV/Å.

Summary:
HOMO (eV): -5.760
Kohn-Sham gap (eV): 8.3
Electronic energy (Ha): -2790.40183
E_LUMO (eV): 2.51
Molar mass (g mol⁻¹): 711.83
Net charge: -1
Energy relative to the best compared isomer or geometry (same formula, charge and spin) (kcal/mol): 31.9

Mulliken population analysis, charges in e, atoms 1 to 8: number 1, P, carries 1.510; number 2, F, carries -0.510; number 3, F, carries -0.356; number 4, F, carries -0.407; number 5, F, carries -0.509; number 6, F, carries -0.270; number 7, F, carries -0.464; number 8, C, carries -1.482

=====

> What is the formula in the first record?

C25H69BFN5O7Si

=====

> Which of these has the highest electronic energy?

C25H69BFN5O7Si